No. 1
{
  "formula": "CH5OS",
  "method": "ωB97M-V/def2-TZVPD",
  "homo_lumo_gap_ev": 6.5747,
  "charge": -1,
  "homo_ev": -2.306,
  "symbols": ["C", "S", "H", "H", "H", "H", "H", "O"],
  "xyz": [[0.491130, 0.467623, 1.565261], [-1.185533, 0.733350, 0.721780], [0.893682, -0.476085, 1.207372], [1.144283, 1.285793, 1.276774], [0.169603, 0.434545, 2.596242], [-0.994318, -1.325461, -2.814690], [-0.361590, -0.256899, -1.906097], [-0.157260, -0.862869, -2.646644]],
  "forces_ev_per_a": [[-1.754, 0.055, -1.122], [0.600, -0.126, -0.270], [0.196, -0.092, 0.262], [0.184, 0.056, 0.430], [0.819, 0.027, 0.429], [0.417, 0.316, 0.257], [-0.056, -0.212, 0.112], [-0.404, -0.025, -0.098]]
}

No. 2
{
  "formula": "C5H14N2",
  "method": "ωB97M-V/def2-TZVPD",
  "homo_lumo_gap_ev": 8.9882,
  "homo_ev": -7.925,
  "smiles": "C/C=C/N.CNC",
  "symbols": ["C", "C", "C", "N", "H", "H", "H", "H", "H", "H", "H", "C", "N", "C", "H", "H", "H", "H", "H", "H", "H"],
  "xyz": [[-0.435038, -1.824272, -0.206062], [0.186905, -1.170475, 0.994009], [0.792060, -1.865854, 1.946101], [1.469162, -1.317203, 3.056271], [-0.148010, -2.873119, -0.263883], [-1.526691, -1.786996, -0.172371], [-0.122524, -1.338706, -1.129676], [0.136305, -0.090971, 1.046672], [0.873641, -2.941400, 1.891393], [1.334195, -1.863678, 3.894701], [1.196398, -0.359877, 3.234536], [0.000545, 2.863779, -1.281840], [-0.661696, 1.563269, -1.323895], [-1.059696, 1.175073, -2.666743], [1.023513, 2.766822, -1.654518], [-0.500526, 3.620179, -1.901705], [0.048953, 3.208777, -0.255390], [-1.480644, 1.583649, -0.730154], [-1.436268, 2.025391, -3.251792], [-1.829003, 0.406562, -2.618321], [-0.202932, 0.766881, -3.200501]],
  "forces_ev_per_a": [[0.031, 0.021, 0.041], [-0.162, -0.343, -0.289], [0.275, 0.363, 0.340], [-0.222, -0.043, -0.041], [0.003, -0.085, 0.002], [-0.033, 0.073, -0.014], [0.018, 0.054, -0.035], [0.003, 0.139, 0.061], [-0.049, -0.182, -0.088], [0.077, -0.001, 0.013], [0.068, 0.002, -0.004], [0.062, -0.382, -0.233], [-0.160, 0.199, 0.146], [0.140, 0.096, 0.050], [-0.021, 0.005, 0.021], [-0.062, 0.053, 0.077], [0.037, 0.111, 0.139], [0.031, 0.055, -0.016], [-0.122, -0.038, -0.040], [0.014, -0.038, -0.031], [0.074, -0.059, -0.099]]
}

No. 3
{
  "formula": "C7H13NO",
  "method": "ωB97M-V/def2-TZVPD",
  "homo_lumo_gap_ev": 8.5867,
  "homo_ev": -7.708,
  "smiles": "C=C/C(C)=C(\\N)[C@H](C)O",
  "symbols": ["C", "C", "C", "C", "C", "N", "C", "C", "O", "H", "H", "H", "H", "H", "H", "H", "H", "H", "H", "H", "H", "H"],
  "xyz": [[-1.216444, 2.728114, 0.954516], [-1.533997, 1.431377, 0.873885], [-0.751744, 0.403232, 0.038403], [-1.660461, -0.289491, -0.932495], [0.545446, 0.189552, 0.308421], [1.265340, 0.875653, 1.281736], [1.458206, -0.833270, -0.521773], [0.853818, -2.008115, -1.271869], [2.388524, -1.388140, 0.422971], [-0.383865, 3.143887, 0.391612], [-1.801760, 3.417551, 1.555683], [-2.401994, 1.057218, 1.415107], [-2.616759, 0.234558, -1.050011], [-1.243416, -0.308772, -1.942349], [-1.904553, -1.295875, -0.581438], [2.208406, 0.529487, 1.459998], [0.721236, 1.124203, 2.102265], [2.057332, -0.243240, -1.224493], [0.333460, -1.706130, -2.182824], [1.641313, -2.694284, -1.607719], [0.198009, -2.595174, -0.621527], [1.843903, -1.772341, 1.131901]],
  "forces_ev_per_a": [[-0.253, -0.435, -0.092], [1.146, -0.109, -0.428], [-1.017, 1.463, 1.401], [-0.070, -0.237, -0.464], [0.350, -1.339, -1.694], [0.247, -0.033, 0.175], [-0.105, 0.646, 1.075], [-0.343, -0.080, -0.276], [-0.042, -0.024, 0.233], [-0.038, -0.131, 0.169], [0.013, -0.081, -0.076], [0.011, -0.003, -0.071], [0.261, 0.074, 0.288], [-0.017, -0.310, 0.124], [0.032, -0.073, -0.344], [-0.700, 0.010, -0.022], [0.337, 0.100, -0.267], [0.054, -0.003, 0.208], [-0.194, -0.019, 0.250], [0.111, 0.368, 0.261], [-0.134, 0.154, -0.158], [0.350, 0.061, -0.292]]
}

No. 4
{
  "formula": "C4H6ClNS",
  "method": "ωB97M-V/def2-TZVPD",
  "homo_lumo_gap_ev": 9.7840,
  "homo_ev": -8.914,
  "smiles": "C=NSCC(=C)Cl",
  "symbols": ["C", "N", "S", "C", "C", "C", "Cl", "H", "H", "H", "H", "H", "H"],
  "xyz": [[1.137728, 2.835735, -0.316097], [0.793585, 1.642015, -0.542520], [-0.493940, 1.026874, 0.395822], [-0.938246, -0.415716, -0.551954], [-0.591687, -1.732501, 0.065042], [0.191388, -2.027727, 1.104033], [-1.337720, -3.061868, -0.767455], [0.669016, 3.514464, 0.440057], [2.065274, 3.207061, -0.779240], [-0.448911, -0.316995, -1.514766], [-2.043320, -0.391485, -0.719670], [0.312869, -3.030391, 1.484144], [0.683965, -1.249467, 1.702604]],
  "forces_ev_per_a": [[0.613, 0.680, 0.793], [-0.254, -0.283, 0.012], [0.035, 0.513, 0.175], [-0.790, -0.092, -0.067], [0.792, -0.590, 0.892], [-0.198, 0.957, 0.230], [-0.255, -0.193, -0.300], [0.145, -0.555, -0.571], [-0.579, -0.133, -0.120], [0.005, 0.018, -0.249], [0.840, 0.006, 0.046], [-0.044, -0.151, -0.312], [-0.310, -0.177, -0.530]]
}

No. 5
{
  "formula": "C19H23N3O2PdS2Te",
  "method": "ωB97M-V/def2-TZVPD",
  "multiplicity": 5,
  "homo_lumo_gap_ev": [6.5669, 4.0243],
  "charge": 2,
  "homo_ev": [-13.780, -14.193],
  "symbols": ["Pd", "N", "C", "C", "O", "O", "H", "H", "H", "H", "C", "C", "N", "C", "C", "S", "C", "C", "S", "C", "N", "C", "H", "H", "H", "H", "H", "H", "H", "H", "C", "C", "C", "C", "C", "C", "Te", "C", "C", "C", "H", "H", "H", "H", "H", "H", "H", "H", "H", "H", "H"],
  "xyz": [[-1.341293, 0.295653, 0.862169], [-1.795405, -0.157331, 3.010811], [-1.992118, -1.627765, 3.015565], [-1.115727, -2.309765, 1.955560], [-1.146232, -3.509581, 1.830537], [-0.369854, -1.501585, 1.248824], [-0.943193, 0.055012, 3.518927], [-2.550146, 0.317707, 3.492719], [-3.035403, -1.861077, 2.810958], [-1.740174, -2.062686, 3.983349], [0.388732, -1.993736, -1.561547], [-0.718232, -1.151096, -2.044331], [-1.312468, -0.191177, -1.395527], [-2.334177, 0.373521, -2.112351], [-2.503183, -0.179776, -3.398502], [-1.406818, -1.408124, -3.652102], [-3.124079, 1.383352, -1.515188], [-4.150616, 2.105748, -2.124154], [-4.824807, 3.191282, -1.040597], [-3.726469, 2.643707, 0.207377], [-2.909306, 1.718699, -0.190500], [-3.781712, 3.197067, 1.582844], [1.010995, -1.432869, -0.867458], [0.975877, -2.388603, -2.389438], [-0.031035, -2.827235, -0.984145], [-3.233576, 0.097214, -4.143968], [-4.501027, 2.033798, -3.142636], [-4.034183, 4.256379, 1.580258], [-2.821777, 3.050750, 2.074265], [-4.553163, 2.676232, 2.156003], [4.968069, -2.062835, -1.179815], [3.959657, -1.082899, -0.656627], [3.532060, -0.005695, -1.431837], [2.610359, 0.915181, -0.958625], [2.163305, 2.054600, -1.835622], [2.107928, 0.729369, 0.338870], [0.643882, 2.072571, 0.990168], [2.531868, -0.322041, 1.159120], [2.098627, -0.486416, 2.585846], [3.448520, -1.219413, 0.629946], [5.219438, -1.864984, -2.219656], [4.594697, -3.084441, -1.099506], [5.886753, -2.010957, -0.593663], [3.936966, 0.122359, -2.429212], [2.763465, 2.106143, -2.741738], [2.262846, 3.017558, -1.327336], [1.116668, 1.944343, -2.139851], [1.261748, 0.168081, 2.841111], [2.914870, -0.225597, 3.262724], [1.810835, -1.516657, 2.788293], [3.788004, -2.041985, 1.249668]],
  "forces_ev_per_a": [[-0.161, 0.052, 0.041], [0.061, 0.114, -0.060], [0.067, -0.093, 0.019], [-0.024, -0.017, 0.037], [0.017, 0.047, 0.027], [0.027, -0.056, -0.164], [-0.039, 0.064, 0.034], [-0.025, -0.046, 0.026], [-0.014, 0.029, -0.018], [-0.054, -0.006, 0.005], [-0.013, -0.012, -0.005], [0.006, 0.039, 0.050], [0.012, -0.060, 0.033], [0.006, 0.032, -0.052], [0.005, -0.019, 0.027], [0.009, 0.015, -0.058], [-0.029, 0.003, -0.041], [0.024, -0.004, 0.035], [-0.041, 0.022, -0.016], [0.067, -0.018, 0.033], [-0.003, -0.042, -0.001], [-0.026, -0.002, 0.006], [0.022, 0.016, 0.011], [-0.013, -0.010, 0.002], [-0.004, 0.002, -0.006], [-0.003, 0.011, 0.012], [0.013, -0.016, -0.002], [0.013, 0.004, -0.006], [0.004, -0.005, 0.001], [-0.005, 0.006, -0.007], [0.000, -0.005, 0.008], [0.002, 0.011, 0.007], [0.003, 0.005, -0.011], [-0.015, -0.021, -0.025], [-0.008, 0.004, 0.021], [-0.028, 0.072, -0.104], [0.074, -0.125, 0.060], [-0.036, 0.003, 0.072], [0.118, 0.038, 0.103], [0.035, -0.023, -0.029], [-0.001, -0.001, -0.002], [0.003, -0.003, 0.000], [0.000, 0.005, -0.005], [-0.001, 0.005, 0.002], [0.000, -0.004, -0.002], [0.014, 0.004, -0.015], [0.004, 0.001, 0.006], [-0.053, -0.059, 0.001], [0.033, 0.005, -0.044], [-0.041, 0.035, -0.014], [-0.002, 0.003, 0.008]]
}

No. 6
{
  "formula": "C4H15NO6S",
  "method": "ωB97M-V/def2-TZVPD",
  "homo_lumo_gap_ev": 5.9646,
  "charge": -2,
  "homo_ev": -0.317,
  "symbols": ["C", "C", "C", "S", "N", "C", "O", "O", "H", "H", "H", "H", "H", "H", "H", "H", "H", "O", "H", "H", "O", "H", "H", "O", "H", "H", "O"],
  "xyz": [[1.641024, 1.765872, -1.135408], [0.584226, 0.671684, -1.010362], [-0.094509, 0.371728, -2.361273], [1.029810, 0.159449, -3.875196], [-0.574919, 1.134783, -0.177587], [-0.595176, 0.793699, 1.237704], [0.100854, -0.202488, 1.555879], [-1.508089, 1.350187, 1.888464], [1.098719, 2.693344, -1.358869], [2.321000, 1.663746, -1.983035], [2.177997, 1.842537, -0.187249], [0.957841, -0.205646, -0.496751], [-0.709576, -0.511294, -2.430918], [-0.669061, 1.261800, -2.645932], [-0.809424, 2.101291, -0.381023], [0.521740, -0.613804, 3.244673], [0.915080, -1.995912, 3.470861], [1.020031, -1.147049, 3.927937], [-2.538724, -1.191208, -0.238465], [-2.863432, -0.832965, 1.205438], [-3.194972, -1.331039, 0.449208], [-1.866408, -0.995286, 2.947083], [-2.647968, 0.259006, 2.796934], [-2.709402, -0.644417, 3.198980], [3.248510, -2.675365, -1.070542], [3.037748, -1.089072, -1.226034], [3.606550, -1.796491, -0.939317]],
  "forces_ev_per_a": [[-0.319, 0.174, 0.045], [-1.674, 0.382, -0.596], [1.574, 0.550, -1.818], [-0.011, -0.122, 0.602], [1.556, -0.337, 1.159], [-1.222, -0.589, -2.267], [0.110, 0.254, 0.762], [0.237, 0.692, 0.543], [0.124, 0.146, 0.262], [0.001, -0.515, 0.141], [0.042, 0.260, -0.041], [0.135, -0.219, -0.166], [-0.393, -0.124, 0.779], [-0.258, -0.236, 0.362], [-0.181, -0.246, 0.280], [0.554, 0.170, 0.247], [0.328, 0.059, 0.378], [-0.722, -0.244, -0.677], [0.138, 0.199, -0.059], [-0.106, -0.056, 0.167], [-0.179, -0.268, -0.371], [1.027, -0.326, -0.058], [0.444, -0.380, 0.454], [-1.200, 0.732, 0.005], [-0.643, 0.506, -0.315], [-0.865, -0.103, -0.555], [1.503, -0.360, 0.737]]
}

Respective E values: -14001.4938; -8391.2558; -11005.9554; -29091.4336; -61068.9343; -29003.4062 eV.